*1*
The molecule C4H9NO, computed with ωB97M-V/def2-TZVPD.

The SMILES is C=C(NC)OC.

```
! RIJCOSX wB97M-V def2-TZVPD def2/J DEFGRID3
* xyz 0 1
C 0.48394 1.99040 0.63265
C -1.33325 0.63057 -1.09981
C -0.42391 0.02041 -0.32163
O 0.21813 0.60077 0.72837
N -0.00370 -1.28686 -0.51289
C 0.70342 -2.07107 0.48095
H 1.34063 2.17044 -0.02928
H -0.36779 2.56109 0.25245
H 0.71802 2.33198 1.64326
H -1.69798 1.62805 -0.89477
H -1.75112 0.11191 -1.95340
H -0.61900 -1.80983 -1.11465
H 0.95424 -3.03490 0.02559
H 1.63664 -1.57655 0.75518
H 0.14172 -2.26640 1.40800
*
```

*2*
The molecule C4H9NO, computed with ωB97M-V/def2-TZVPD.

The SMILES is CC(=O)N(C)C.

```
! RIJCOSX wB97M-V def2-TZVPD def2/J DEFGRID3
* xyz 0 1
C -1.85373 0.61509 0.46197
C -0.91936 -0.35566 -0.25939
N 0.40621 -0.33885 -0.03945
C 1.01946 0.69343 0.81592
C 1.22343 -1.10547 -0.95588
O -1.42506 -1.03384 -1.14076
H -2.07646 0.32783 1.48947
H -2.73872 0.67033 -0.15481
H -1.41175 1.61126 0.56269
H 2.08019 0.46626 0.84013
H 0.95218 1.65140 0.28901
H 0.49774 0.74143 1.76327
H 0.81782 -0.96549 -1.96106
H 1.16459 -2.17408 -0.75576
H 2.26347 -0.80364 -0.95535
*
```

*3*
The molecule C4H9NO, computed with ωB97M-V/def2-TZVPD.

The SMILES is CC[C@H](N)C=O.

```
! RIJCOSX wB97M-V def2-TZVPD def2/J DEFGRID3
* xyz 0 1
O 2.54452 -0.42223 0.98473
C 1.88720 -0.54793 -0.01579
C 0.39300 -0.52329 -0.10840
C -0.06057 0.95752 -0.16762
C -1.59451 0.97644 -0.41464
N -0.39327 -1.24626 0.93944
H 2.33503 -0.58889 -1.03848
H 0.05035 -1.01409 -1.02773
H 0.49359 1.45945 -0.99251
H 0.30221 1.47796 0.72961
H -1.74903 0.82562 -1.47755
H -2.05461 0.05809 -0.03410
H -2.02045 1.90828 -0.02125
H 0.09251 -1.01747 1.83176
H -0.22597 -2.30322 0.81251
*
```

Stability ranking, top entry: *2*; the second entry is 0.0277 hartree less favorable.

*1*
The molecule C4H9NO, computed with ωB97M-V/def2-TZVPD.

The SMILES is CC(C)C(N)=O.

```
! RIJCOSX wB97M-V def2-TZVPD def2/J DEFGRID3
* xyz 0 1
N -0.16364 0.55587 -1.56329
C 0.19843 -0.43080 -0.65777
C -0.01187 -0.18097 0.82278
C 0.95286 0.84131 1.40941
C -1.48301 0.15057 0.90044
O 0.77686 -1.40450 -1.07544
H -0.53426 1.46690 -1.39583
H 0.05356 0.17903 -2.54656
H 0.02437 -1.22209 1.21823
H 1.64011 1.05052 0.62183
H 0.34853 1.80216 1.66766
H 1.58567 0.47182 2.27587
H -1.95022 -0.22021 -0.02797
H -1.61246 1.19558 0.83810
H -2.15798 -0.22066 1.75734
*
```

*2*
A 2-piece molecular cluster, C4H9NO overall, computed with ωB97M-V/def2-TZVPD.

The SMILES is C=CO.C=NC.

```
! RIJCOSX wB97M-V def2-TZVPD def2/J DEFGRID3
* xyz 0 1
C -1.93834 -1.37985 -0.17281
C -1.46145 0.88187 -0.62114
N -1.94794 0.03576 0.17651
H -2.82090 -1.59498 -0.77426
H -2.03904 -1.90070 0.78441
H -1.06541 -1.81275 -0.67020
H -1.84941 1.89504 -0.51562
H -0.83577 0.67048 -1.49069
C 1.43903 -0.28898 0.82335
C 2.40062 0.43193 0.26456
O 2.02947 1.68653 -0.21700
H 1.58917 -1.25030 1.29782
H 0.42279 0.07610 0.85923
H 3.44718 0.20152 0.13055
H 2.62999 2.34831 0.12531
*
```

Stability ranking, top entry: *1*; the second entry is 0.0757 hartree less favorable.

*1*
A 2-piece molecular cluster, C4H9NO overall, computed with ωB97M-V/def2-TZVPD.

The SMILES is C=NC.CC=O.

```
! RIJCOSX wB97M-V def2-TZVPD def2/J DEFGRID3
* xyz 0 1
C -2.06776 1.83136 -1.19360
C -4.25978 1.27081 -0.74526
N -3.53875 2.10731 -1.37369
H -1.72511 2.68838 -1.77298
H -1.64090 1.89741 -0.20206
H -1.73047 0.95014 -1.75073
H -5.34564 1.37631 -0.93712
H -3.97248 0.38390 -0.17529
O 3.33478 -1.30575 -0.51927
C 3.92777 -1.55967 0.49687
C 3.18929 -1.95437 1.74764
H 5.03032 -1.43180 0.47012
H 3.13030 -3.05332 1.73248
H 3.52165 -1.51419 2.67304
H 2.14679 -1.68652 1.54986
*
```

*2*
The molecule C4H9NO, computed with ωB97M-V/def2-TZVPD.

The SMILES is C/N=C(/C)OC.

```
! RIJCOSX wB97M-V def2-TZVPD def2/J DEFGRID3
* xyz 0 1
C 0.89529 -1.09712 -0.74004
O -0.15375 -0.17929 -0.68328
C -0.64346 0.21890 0.54511
N -0.39413 1.43249 0.78967
C 0.58668 1.91447 -0.49941
C -1.41564 -0.90807 1.19182
H 1.49025 -0.87979 -1.63745
H 0.43989 -2.07996 -0.83345
H 1.56457 -1.05386 0.13181
H 0.97363 1.42509 -1.44830
H -0.00702 2.74219 -0.84445
H 1.46845 2.15014 0.07371
H -2.11231 -1.29573 0.43635
H -0.72237 -1.72976 1.42271
H -1.97006 -0.65969 2.09522
*
```

*3*
The molecule C4H9NO, computed with ωB97M-V/def2-TZVPD.

The SMILES is CN(C)CC=O.

```
! RIJCOSX wB97M-V def2-TZVPD def2/J DEFGRID3
* xyz 0 1
C -1.25632 -0.88815 0.29352
N -0.30341 0.20820 0.26585
C -0.93131 1.42136 -0.23719
C 0.96090 -0.11623 -0.37370
C 2.07306 -0.61258 0.53479
O 2.97707 -1.26247 0.06390
H -1.61973 -1.16417 -0.71431
H -2.12842 -0.60389 0.89621
H -0.80642 -1.77224 0.75491
H -1.82568 1.64177 0.35790
H -0.25232 2.27355 -0.13304
H -1.24498 1.35170 -1.29542
H 1.34813 0.77920 -0.87973
H 0.96049 -0.89913 -1.15033
H 2.04893 -0.35694 1.61664
*
```

Stability ranking, top entry: *3*; the second entry is 0.0370 hartree less favorable.

*1*
The molecule C4H9NO, computed with ωB97M-V/def2-TZVPD.

The SMILES is OCCN1CC1.

```
! RIJCOSX wB97M-V def2-TZVPD def2/J DEFGRID3
* xyz 0 1
C 1.82347 0.11932 0.38072
C 0.46208 -0.50596 0.12837
C -2.03035 -0.54556 -0.31482
C -1.67515 0.89891 -0.13347
H 2.95112 0.84194 -0.91813
H 2.37035 -0.47464 1.11136
H 1.73989 1.08680 0.83316
H -0.07322 -0.79205 1.13692
H 0.65554 -1.48579 -0.37902
H -2.06959 -1.21639 0.50572
H -2.55968 -0.89925 -1.13423
H -1.96320 1.82646 -0.52914
H -1.35390 1.18229 0.87153
N -0.72164 -0.04797 -0.68496
O 2.44428 0.01190 -0.87401
*
```

*2*
The molecule C4H9NO, computed with ωB97M-V/def2-TZVPD.

The SMILES is OCCN1CC1.

```
! RIJCOSX wB97M-V def2-TZVPD def2/J DEFGRID3
* xyz 0 1
O -2.41137 0.19888 -0.45675
C -1.77572 -0.27758 0.70242
C -0.33912 0.24248 0.76971
N 0.30191 0.00136 -0.52321
C 1.52886 0.72342 -0.80038
C 1.54867 -0.73999 -0.56120
H -1.74870 0.08151 -1.15794
H -1.78107 -1.37976 0.74012
H -2.34697 0.08444 1.56475
H -0.36578 1.32426 0.94428
H 0.21052 -0.22681 1.60064
H 1.62112 1.12246 -1.80821
H 1.92311 1.36561 -0.01146
H 1.96472 -1.08503 0.38610
H 1.66983 -1.43525 -1.38888
*
```

*3*
The molecule C4H9NO, computed with ωB97M-V/def2-TZVPD.

The SMILES is CN(C)CC=O.

```
! RIJCOSX wB97M-V def2-TZVPD def2/J DEFGRID3
* xyz 0 1
C 1.02492 -0.31250 -0.99435
N -0.24083 -0.08170 -0.34819
C -1.16913 -1.17420 -0.50631
C -0.41140 1.08653 0.48347
C 0.61059 1.02678 1.61980
O 0.68814 0.06248 2.34112
H 0.94744 -0.19930 -2.08624
H 1.39413 -1.33245 -0.80137
H 1.79410 0.37634 -0.63131
H -0.68900 -2.14452 -0.28269
H -2.03600 -1.08858 0.15290
H -1.52969 -1.24545 -1.54689
H -1.41621 1.09406 0.92607
H -0.31174 2.06860 -0.02965
H 1.34469 1.86391 1.70362
*
```

*4*
The molecule C4H9NO, computed with ωB97M-V/def2-TZVPD.

```
! RIJCOSX wB97M-V def2-TZVPD def2/J DEFGRID3
* xyz 0 1
C -0.69654 -0.11601 -1.12325
C -1.59124 -0.74763 1.59291
O -0.73639 0.29519 1.77776
C 0.18576 0.66105 0.97499
N 0.43747 -0.02097 -0.19128
C 1.70741 0.28980 -0.81866
H -1.62268 0.17052 -0.61961
H -0.53193 0.54371 -1.98298
H -0.81539 -1.14547 -1.47538
H -2.09303 -0.96877 2.52782
H -1.15007 -1.56230 1.01980
H 0.77412 1.51664 1.29204
H 1.78494 1.35213 -1.10627
H 1.81456 -0.31459 -1.72332
H 2.53299 0.04669 -0.14455
*
```

Stability ranking, top entry: *3*; the second entry is 0.0045 hartree less favorable.

*1*
The molecule C4H9NO, computed with ωB97M-V/def2-TZVPD.

The SMILES is CCNC(C)=O.

```
! RIJCOSX wB97M-V def2-TZVPD def2/J DEFGRID3
* xyz 0 1
C 0.83472 -1.67791 -1.03187
C -0.39340 -0.78560 -1.19871
N -0.69855 -0.01747 -0.00439
C -0.08853 1.15861 0.32110
O 0.65341 1.76268 -0.43560
C -0.41090 1.64859 1.72435
H 0.97246 -2.32236 -1.90713
H 0.72976 -2.32201 -0.15100
H 1.73285 -1.06596 -0.90670
H -0.24608 -0.08355 -2.02380
H -1.27650 -1.39063 -1.43348
H -1.20714 -0.48033 0.73051
H -1.18099 1.05295 2.22542
H -0.74014 2.68885 1.68282
H 0.50229 1.61010 2.32565
*
```

*2*
C4H9NO as an isolated structure, computed with ωB97M-V/def2-TZVPD.

```
! RIJCOSX wB97M-V def2-TZVPD def2/J DEFGRID3
* xyz 0 1
C -1.12931 -0.55044 -0.86144
N 0.17431 -0.30574 -0.42234
C 1.36409 -0.71365 -1.12051
C 0.21742 0.80154 0.44537
O 1.00603 1.70497 0.26206
C -0.47408 0.66805 1.82653
H -1.23762 -1.66061 -1.10762
H -1.43559 0.51193 -0.05572
H -1.65635 0.00171 -1.62811
H 1.61378 0.02716 -1.87974
H 1.18841 -1.68357 -1.60402
H 2.19195 -0.79215 -0.40907
H 0.34864 0.67260 2.55437
H -1.08470 -0.22923 1.96375
H -1.08699 1.54741 2.03648
*
```

Stability ranking, top entry: *1*; the second entry is 0.1295 hartree less favorable.

*1*
The molecule C4H9NO, computed with ωB97M-V/def2-TZVPD.

The SMILES is CC(C)C(N)=O.

```
! RIJCOSX wB97M-V def2-TZVPD def2/J DEFGRID3
* xyz 0 1
N 1.40781 -0.64831 -1.36158
C 0.97154 0.49224 -0.60733
C 0.11246 0.14020 0.50600
C -1.00974 1.22288 0.67663
C -0.51072 -1.16582 0.42757
O 1.21663 1.58776 -0.99906
H 1.01205 -1.50359 -1.44023
H 2.04558 -0.37905 -2.11637
H 0.74146 0.15189 1.41203
H -0.42428 2.14607 0.92801
H -1.61713 1.45554 -0.23356
H -1.74083 1.01948 1.54093
H -1.08585 -1.33471 1.32365
H 0.09848 -2.03718 0.33557
H -1.21745 -1.14740 -0.39227
*
```

*2*
C4H9NO as an isolated structure, computed with ωB97M-V/def2-TZVPD.

```
! RIJCOSX wB97M-V def2-TZVPD def2/J DEFGRID3
* xyz 0 1
C 1.98369 0.60583 -0.22043
C 0.97046 -0.03561 -0.94149
N -0.70556 -0.07075 0.05141
C -1.71882 -1.05498 -0.23600
C -0.74142 0.58320 1.16088
O 0.18919 1.39444 1.53889
H 2.71748 -0.00928 0.29582
H 1.05450 1.16594 0.86906
H 2.34077 1.56421 -0.59245
H 0.96042 -1.12048 -1.03970
H 0.51719 0.47639 -1.78773
H -1.30240 -2.06887 -0.17678
H -2.11429 -0.91292 -1.24752
H -2.55570 -0.99045 0.47473
H -1.59553 0.47333 1.85130
*
```

*3*
The molecule C4H9NO, computed with ωB97M-V/def2-TZVPD.

The SMILES is C/C=C(\O)NC.

```
! RIJCOSX wB97M-V def2-TZVPD def2/J DEFGRID3
* xyz 0 1
C -0.12480 0.19366 2.45466
C -0.69276 -0.10282 1.08870
C 0.08457 -0.12743 -0.01592
O 1.39716 -0.51614 0.00251
N -0.30492 0.36593 -1.23759
C 0.14580 -0.05212 -2.54475
H -0.52963 1.15725 2.79016
H -0.32654 -0.53375 3.25196
H 0.96078 0.34050 2.41224
H 1.49014 -1.14402 0.73727
H -1.76880 0.00385 0.94318
H -1.16610 0.88450 -1.19776
H 0.34724 0.81919 -3.18282
H 1.07629 -0.60621 -2.43451
H -0.58843 -0.68237 -3.06733
*
```

*4*
The molecule C4H9NO, computed with ωB97M-V/def2-TZVPD.

The SMILES is CC1(C)CON1.

```
! RIJCOSX wB97M-V def2-TZVPD def2/J DEFGRID3
* xyz 0 1
C 1.61032 -0.14329 0.61164
C 0.19804 0.21314 0.05733
C -1.00307 0.20348 1.05315
C -0.25420 -0.28089 -1.24809
N 0.75844 1.60014 -0.15022
O 2.00800 1.17823 0.47405
H 1.65716 -0.44763 1.76118
H 2.28689 -0.82791 -0.02266
H -1.89968 0.52642 0.75185
H -0.57278 0.98967 1.81183
H -0.95649 -0.84760 1.57085
H -1.14848 0.36918 -1.53650
H -0.91273 -1.16167 -1.17636
H 0.59521 -0.33075 -1.92751
H 0.86991 1.68967 -1.10662
*
```

Stability ranking, top entry: *1*; the second entry is 0.0325 hartree less favorable.